Here is 7 unconnected molecules or ions with the total composition C4H23N2O7 in a non-equilibrium geometry from the Open Molecules 2025 dataset. Energies are from ωB97M-V/def2-TZVPD.

Each atom is followed by the atoms it is bonded to, with distances in Å.
CARTESIAN COORDINATES (ANGSTROEM)
1 C -0.2903 1.1045 0.1987  N2 1.545, C5 1.487, H8 1.100, H9 1.130
2 N -0.4640 0.1313 1.3865  C1 1.545, C3 1.490, H10 1.028
3 C 0.3909 -1.0191 0.9800  N2 1.490, O4 1.378, H11 1.101, H12 1.075
4 O 1.7151 -0.6519 0.8810  C3 1.378
5 C -1.3047 0.8262 -0.8528  C1 1.487, N6 1.514, H13 1.073, H14 1.093
6 N -2.7126 0.9887 -0.3192  C5 1.514, C7 1.497, H15 1.011
7 C -3.7278 0.0861 -0.9488  N6 1.497, H16 1.094, H17 1.062, H18 1.131
8 H -0.0440 2.1444 0.4613  C1 1.100
9 H 0.6984 0.8403 -0.2795  C1 1.130
10 H 0.1841 0.5090 2.0898  N2 1.028
11 H 0.3066 -1.8365 1.7130  C3 1.101
12 H 0.0678 -1.4638 0.0561  C3 1.075
13 H -1.0793 1.3903 -1.7373  C5 1.073
14 H -1.2460 -0.1704 -1.2984  C5 1.093
15 H -2.7248 0.8395 0.6808  N6 1.011
16 H -4.6675 0.6339 -0.8305  C7 1.094
17 H -3.4457 0.0309 -1.9711  C7 1.062
18 H -3.5686 -0.9237 -0.4640  C7 1.131
19 H 2.9088 1.0604 1.3700  O21 0.955
20 H 3.1194 -0.2030 2.1285  O21 0.969
21 O 3.5898 0.5983 1.8541  H19 0.955, H20 0.969
22 H 3.3219 0.5077 -1.3807  O24 0.953
23 H 2.5507 -0.6474 -0.2044  O24 1.078
24 O 2.8874 -0.3146 -1.1724  H22 0.953, H23 1.078
25 H 1.1066 -0.8006 -2.4465  O27 0.985
26 H 2.2041 -0.0927 -3.4113  O27 1.010
27 O 1.2315 -0.1126 -3.1399  H25 0.985, H26 1.010
28 H -0.4010 -4.3216 0.3967  O30 0.985
29 H -0.0419 -3.1338 -0.2277  O30 0.978
30 O -0.8869 -3.5341 0.0581  H28 0.985, H29 0.978
31 H -2.2768 -1.0119 2.2347  O33 1.000
32 H -3.2280 0.0596 2.5107  O33 0.959
33 O -3.2260 -0.8990 2.5279  H31 1.000, H32 0.959
34 H 2.2924 3.2401 -0.5515  O36 0.951
35 H 1.5342 2.5337 -1.7924  O36 0.997
36 O 1.5246 3.2636 -1.1125  H34 0.951, H35 0.997

The HOMO energy is -4.81 eV. The calculation puts the relative energy (zero: lowest compared OMol25 entry of this formula, charge and spin) at 70.0 kcal per mole. Its net charge is -1. For the LUMO energy, the calculation gives 0.1140 Eh. Its gap between HOMO and LUMO is 7.908 eV.

Partial charges, natural (NBO), in e:
1. C -0.295
2. N -0.699
3. C 0.108
4. O -0.969
5. C -0.236
6. N -0.649
7. C -0.430
8. H 0.217
9. H 0.237
10. H 0.357
11. H 0.125
12. H 0.099
13. H 0.194
14. H 0.162
15. H 0.351
16. H 0.194
17. H 0.183
18. H 0.196
19. H 0.473
20. H 0.498
21. O -0.982
22. H 0.452
23. H 0.529
24. O -1.113
25. H 0.499
26. H 0.481
27. O -0.979
28. H 0.453
29. H 0.467
30. O -0.919
31. H 0.499
32. H 0.455
33. O -0.961
34. H 0.473
35. H 0.497
36. O -0.966